1.
33
Properties=species:S:1:pos:R:3:mulliken_charge:R:1 method="wB97M-V/def2-TZVPD" e_lumo_ev=0.110 e_above_lowest_kj_mol=0.00 smiles=CC(C)Cc1nc2ccccc2nc1CN charge=0 gap_ha=0.3312
C 2.219 -1.108 0.854 -1.538
C 2.195 -1.346 -0.671 1.127
C 3.619 -1.398 -1.256 -1.488
C 1.328 -0.328 -1.436 -1.540
C 0.166 0.230 -0.669 0.588
N 0.227 1.490 -0.346 -0.522
C -0.803 1.964 0.417 0.291
C -0.801 3.316 0.821 -0.459
C -1.813 3.829 1.604 -0.556
C -2.873 2.997 2.013 -0.477
C -2.892 1.678 1.622 -0.543
C -1.861 1.143 0.819 0.243
N -1.916 -0.164 0.435 -0.472
C -0.941 -0.601 -0.302 0.461
C -1.055 -2.032 -0.754 -0.466
N -2.443 -2.333 -1.113 -0.654
H 3.208 -1.338 1.237 0.513
H 1.539 -1.789 1.356 0.286
H 2.010 -0.080 1.129 0.309
H 1.768 -2.332 -0.826 0.159
H 3.952 -2.428 -1.317 0.364
H 3.638 -0.969 -2.255 0.389
H 4.329 -0.855 -0.641 0.355
H 1.959 0.518 -1.694 0.518
H 0.993 -0.748 -2.383 0.392
H 0.018 3.940 0.503 0.449
H -1.773 4.868 1.889 0.391
H -3.677 3.372 2.624 0.390
H -3.694 1.019 1.915 0.437
H -0.684 -2.672 0.048 0.160
H -0.452 -2.218 -1.633 0.445
H -3.010 -2.474 -0.292 0.227
H -2.480 -3.152 -1.699 0.221



2.
13
Properties=species:S:1:pos:R:3:mulliken_charge:R:1 method="wB97M-V/def2-TZVPD" e_lumo_ev=-6.698 charge=+2 gap_ha=0.3800
O 0.354 -0.298 -1.469 -0.274
C -0.251 0.530 -0.486 0.679
C 0.960 -1.404 -1.107 0.528
O -1.204 -0.013 0.075 -0.794
O 0.261 1.637 -0.354 -0.601
C 0.569 -2.684 -0.949 -0.883
Li -3.009 -0.047 -0.165 0.948
H 0.644 -3.196 0.009 0.410
H -0.353 -2.953 -1.468 0.308
K 0.481 3.624 1.294 1.040
O 2.236 -1.215 -0.491 -0.337
H 2.959 -1.075 -1.144 0.456
H 2.378 -2.249 -0.129 0.520



3.
11
Properties=species:S:1:pos:R:3:mulliken_charge:R:1 method="wB97M-V/def2-TZVPD" e_lumo_ev=3.244 e_above_lowest_kj_mol=0.00 charge=-1 gap_ha=0.2826
O 0.023 -1.102 0.834 -0.662
C 1.118 -1.119 0.175 0.719
O 2.128 -1.751 0.479 -0.705
C 1.137 -0.252 -1.090 -0.862
H 1.882 -0.598 -1.801 0.291
H 0.153 -0.213 -1.547 0.268
H 1.413 0.774 -0.846 0.200
S -2.326 0.376 0.115 -0.429
S -1.843 2.171 1.058 -0.241
H -1.060 -0.328 0.488 0.318
H -2.624 2.042 2.136 0.103



4.
21
Properties=species:S:1:pos:R:3:mulliken_charge:R:1 method="wB97M-V/def2-TZVPD" e_lumo_ev="0.838 / 0.838" e_above_lowest_kj_mol=165.16 charge=0 gap_ha="0.2759 / 0.2760"
C -1.710 0.666 1.080 -0.221
C -1.372 -0.936 -0.358 -0.431
C -2.374 -0.098 0.173 0.378
C 2.922 1.105 -0.103 0.496
C -3.804 -0.015 -0.143 -1.255
C 3.952 0.668 -1.000 -0.768
C 1.014 -1.221 -0.027 -0.126
N -0.382 0.221 1.221 -0.306
N 2.092 1.547 0.580 -0.471
N -0.246 -0.727 0.298 0.411
F 1.628 -1.336 1.225 -0.268
F 0.932 -2.455 -0.662 -0.248
H -1.941 1.686 1.567 0.306
H -1.287 -1.613 -1.157 0.469
H -3.820 0.365 -1.128 0.317
H -4.612 -0.789 -0.150 0.300
H -4.230 0.864 0.430 0.276
H 3.895 1.194 -1.990 0.261
H 4.974 0.841 -0.432 0.266
H 3.903 -0.457 -1.202 0.258
H 0.467 0.488 1.780 0.356



Total energy
In order: -18227.3772 -27879.8519 -27922.6312 -17305.9513
Unit: eV
Max |F|
In order: 0.72 3.89 0.76 3.85
Unit: eV/A